88
Properties=species:S:1:pos:R:3 method="wB97M-V/def2-TZVPD" charge=+1 e_tot_ha=-9262.0519 homo_lumo_gap_ev="7.8 / 7.0" lumo_ev="-2.810 / -3.620" fmax_ha_per_bohr=0.012 s_squared=0.752 spin_multiplicity=2
Ir -0.37 0.34 0.50
C -0.41 1.25 3.75
O 0.32 0.91 2.56
C 1.69 1.11 2.55
C 2.38 1.83 3.51
C 3.76 1.96 3.36
Br 4.71 2.92 4.67
C 4.42 1.42 2.28
C 3.71 0.71 1.32
C 2.34 0.53 1.46
O 1.64 -0.24 0.58
C 4.39 0.11 0.17
N 5.53 -0.53 0.22
C 5.75 -0.97 -1.07
C 6.79 -1.75 -1.58
C 6.74 -2.09 -2.92
C 5.69 -1.66 -3.75
C 4.65 -0.89 -3.27
C 4.71 -0.55 -1.91
N 3.84 0.12 -1.09
H -0.45 2.33 3.87
H 0.06 0.77 4.61
H -1.41 0.86 3.61
H 1.88 2.28 4.35
H 5.49 1.52 2.17
H 1.69 -1.48 1.01
H 7.60 -2.07 -0.94
H 7.54 -2.69 -3.35
H 5.70 -1.95 -4.79
H 3.84 -0.56 -3.91
H 2.97 0.56 -1.33
Cl -1.44 -2.62 -0.70
C -1.07 -1.40 -1.88
C -0.63 -0.18 -1.40
C -0.38 0.81 -2.35
Cl 0.22 2.33 -1.72
C -0.59 0.63 -3.71
Cl -0.30 1.91 -4.82
C -1.06 -0.61 -4.16
Cl -1.36 -0.86 -5.82
C -1.29 -1.63 -3.23
Cl -1.87 -3.16 -3.77
O 1.71 -2.46 1.48
N 2.20 -3.27 0.53
C 1.53 -4.41 0.28
C 2.00 -5.29 -0.67
C 3.17 -4.98 -1.36
C 3.85 -3.81 -1.07
C 3.35 -2.97 -0.10
H 0.63 -4.54 0.87
H 1.45 -6.19 -0.85
H 3.54 -5.66 -2.11
H 4.77 -3.54 -1.56
H 3.83 -2.06 0.21
C -4.16 1.90 -3.79
C -3.66 2.94 -3.02
C -3.28 2.71 -1.71
C -3.39 1.43 -1.17
C -3.91 0.40 -1.94
C -4.29 0.63 -3.25
As -2.63 1.04 0.55
C -3.85 -0.21 1.35
C -5.22 -0.08 1.16
C -6.09 -0.98 1.77
C -5.59 -2.00 2.57
C -4.22 -2.13 2.75
C -3.35 -1.24 2.13
C -2.79 2.65 1.61
C -1.77 3.59 1.52
C -1.80 4.73 2.30
C -2.85 4.94 3.18
C -3.87 4.01 3.28
C -3.84 2.86 2.50
H -4.46 2.09 -4.82
H -3.57 3.94 -3.44
H -2.88 3.53 -1.11
H -4.01 -0.60 -1.52
H -4.69 -0.18 -3.85
H -5.62 0.71 0.52
H -7.16 -0.88 1.62
H -6.26 -2.69 3.04
H -3.83 -2.93 3.36
H -2.28 -1.35 2.26
H -0.93 3.42 0.84
H -1.00 5.46 2.21
H -2.87 5.83 3.79
H -4.68 4.17 3.98
H -4.64 2.13 2.59

107
Properties=species:S:1:pos:R:3 method="wB97M-V/def2-TZVPD" charge=-2 e_tot_ha=-6122.3377 homo_lumo_gap_ev="4.7 / 6.0" lumo_ev="4.081 / 4.077" fmax_ha_per_bohr=0.033 s_squared=2.035 spin_multiplicity=3
Ti -0.22 -1.12 -0.02
N 3.24 -3.49 0.98
C 3.13 -4.09 2.24
C 4.25 -4.66 2.84
C 4.15 -5.31 4.06
C 2.92 -5.39 4.70
C 1.81 -4.80 4.11
C 1.90 -4.16 2.88
S 0.44 -3.51 2.16
N 1.08 -2.47 0.97
C 2.28 -2.63 0.44
C 2.63 -1.82 -0.66
C 3.89 -1.86 -1.34
C 4.11 -1.02 -2.39
C 3.10 -0.14 -2.82
C 1.91 -0.15 -2.13
N 1.66 -0.93 -1.08
H 4.18 -3.27 0.71
H 5.21 -4.59 2.34
H 5.03 -5.75 4.51
H 2.83 -5.89 5.66
H 0.85 -4.83 4.62
H 4.65 -2.56 -1.04
H 5.06 -1.06 -2.91
H 3.24 0.53 -3.66
H 1.09 0.51 -2.41
O -1.07 -0.40 -1.52
N -1.39 -1.15 -2.62
N -1.00 -2.41 -2.36
O -0.28 -2.70 -1.25
C -1.33 -3.42 -3.22
C -0.87 -4.72 -2.96
C -1.18 -5.75 -3.83
C -1.96 -5.53 -4.97
C -2.42 -4.24 -5.22
C -2.12 -3.18 -4.37
H -0.27 -4.88 -2.08
H -0.82 -6.75 -3.61
H -2.20 -6.34 -5.64
H -3.03 -4.04 -6.09
H -2.48 -2.18 -4.56
Cl -5.34 -2.03 4.48
C -4.17 -1.25 3.45
C -4.04 0.13 3.45
Cl -5.04 1.10 4.49
C -3.10 0.75 2.61
Cl -2.91 2.48 2.64
C -2.30 0.00 1.74
O -1.42 0.47 0.91
C -2.42 -1.41 1.79
O -1.59 -2.08 0.99
C -3.34 -2.02 2.61
Cl -3.44 -3.76 2.60
C -0.02 5.24 -5.20
C 0.40 3.93 -5.02
C 0.13 3.27 -3.83
C -0.58 3.88 -2.79
C -0.99 5.21 -2.98
C -0.71 5.88 -4.17
Sb -0.93 2.68 -0.97
C -1.23 4.45 0.22
C -2.45 5.10 0.42
C -2.51 6.27 1.17
C -1.36 6.80 1.73
C -0.14 6.16 1.54
C -0.08 4.99 0.80
C -2.94 2.24 -1.57
C -3.14 1.85 -2.89
C -4.39 1.43 -3.33
C -5.46 1.38 -2.45
C -5.27 1.76 -1.12
C -4.02 2.18 -0.69
H 0.19 5.77 -6.12
H 0.94 3.42 -5.81
H 0.47 2.24 -3.71
H -1.53 5.73 -2.20
H -1.05 6.90 -4.29
H -3.35 4.70 -0.02
H -3.47 6.76 1.32
H -1.41 7.71 2.32
H 0.76 6.56 1.99
H 0.88 4.48 0.69
H -2.31 1.86 -3.59
H -4.52 1.11 -4.36
H -6.43 1.04 -2.78
H -6.09 1.71 -0.42
H -3.89 2.43 0.36
C 0.60 1.74 2.68
Si 1.40 0.49 1.52
C 2.66 1.53 0.56
C 2.56 -0.38 2.78
C 2.05 -0.88 3.99
C 2.87 -1.49 4.94
C 4.23 -1.63 4.70
C 4.76 -1.16 3.50
C 3.94 -0.55 2.56
H 1.38 2.25 3.26
H -0.09 1.25 3.39
H 0.01 2.49 2.15
H 3.24 2.14 1.26
H 2.15 2.20 -0.14
H 3.34 0.92 -0.03
H 0.99 -0.79 4.20
H 2.44 -1.87 5.86
H 4.87 -2.12 5.43
H 5.83 -1.27 3.30
H 4.38 -0.19 1.63

13
Properties=species:S:1:pos:R:3 method="wB97M-V/def2-TZVPD" charge=0 e_tot_ha=-211.5682 homo_lumo_gap_ev=10.3 lumo_ev=0.965 fmax_ha_per_bohr=0.046 smiles=CNC.O
C -0.30 1.81 0.02
N -0.49 0.38 -0.29
C 0.40 -0.09 -1.32
H 0.76 2.01 0.16
H -0.64 2.42 -0.83
H -0.80 2.00 0.96
H -1.45 0.25 -0.54
H 0.62 0.68 -2.09
H 0.05 -0.92 -1.93
H 1.40 -0.41 -1.00
O 0.24 -1.99 1.48
H 0.22 -1.20 0.91
H 1.01 -1.84 2.03

19
Properties=species:S:1:pos:R:3 method="wB97M-V/def2-TZVPD" charge=-1 e_tot_ha=-418.9687 homo_lumo_gap_ev=6.2 lumo_ev=3.588 fmax_ha_per_bohr=0.027 smiles=NC[C@H](CO)NC[O-]
N -0.33 1.06 2.22
C 0.20 0.04 1.34
C 0.40 0.48 -0.14
C -0.95 0.46 -0.88
O -1.54 1.80 -0.87
N 1.32 -0.38 -0.88
C 0.85 -1.78 -1.13
O 0.13 -2.38 -0.18
H -1.21 1.46 1.92
H 0.32 1.80 2.41
H -0.35 -0.88 1.39
H 1.18 -0.30 1.69
H 0.68 1.53 -0.03
H -0.87 0.10 -1.91
H -1.62 -0.23 -0.37
H -2.49 1.67 -0.79
H 2.19 -0.40 -0.37
H 0.29 -1.72 -2.10
H 1.80 -2.32 -1.34

160
Properties=species:S:1:pos:R:3 method="wB97M-V/def2-TZVPD" charge=+1 e_tot_ha=-10497.7897 homo_lumo_gap_ev=7.0 lumo_ev=-4.344 fmax_ha_per_bohr=0.215
C -2.68 0.03 0.30
C -2.21 0.83 -0.78
N -1.58 1.69 -1.91
C -2.81 2.23 -2.58
F -2.75 2.27 -4.09
F -3.16 3.67 -2.27
C -4.28 1.57 -2.35
F -4.99 1.95 -1.07
F -5.11 2.45 -3.29
C -4.65 0.10 -2.92
F -4.57 -1.02 -1.95
F -4.02 -0.34 -4.17
F -6.13 0.16 -3.25
C -0.67 2.66 -1.19
C -0.75 2.76 0.44
C 0.11 1.66 1.33
S 1.06 2.55 2.73
C 2.70 1.60 2.82
N 4.11 2.07 3.09
N 4.81 0.85 2.97
C 3.95 -0.35 2.63
O 2.57 0.16 2.55
C 0.92 2.64 -1.61
N 1.38 1.57 -2.55
P 3.07 1.57 -2.64
O 3.80 1.41 -4.25
Br 3.69 -0.48 -1.71
C 0.44 1.27 -3.65
C 0.98 0.21 -4.82
C -0.04 -0.91 -5.37
C -1.22 -0.43 -6.39
Cl -1.93 -1.99 -7.15
P 0.24 2.84 -4.67
O -0.51 2.65 -6.08
O -0.53 4.22 -3.96
O 1.83 3.47 -5.18
C -0.83 0.66 -2.78
C -0.13 -0.56 -1.89
C -1.02 -1.98 -1.87
C -0.69 -2.70 -0.41
O -1.67 -3.79 -0.23
C -1.26 -4.74 0.82
H -3.21 -0.59 1.17
H -0.91 3.81 -1.46
H -0.18 3.78 0.72
H -1.84 2.97 0.88
H -0.54 0.86 1.88
H 0.94 1.10 0.73
H 4.19 -1.48 2.43
H 1.67 2.59 -0.68
H 1.28 3.66 -2.12
H 4.28 2.29 -4.46
H 1.44 0.77 -5.76
H 1.91 -0.39 -4.37
H 0.62 -1.69 -6.00
H -0.57 -1.58 -4.56
H -0.86 0.27 -7.27
H -2.04 0.12 -5.74
H -1.18 4.63 -4.64
H 1.58 4.35 -5.63
H -1.65 0.12 -3.40
H 0.88 -0.98 -2.39
H 0.25 -0.24 -0.83
H -0.62 -2.75 -2.68
H -2.16 -1.81 -2.06
H 0.43 -3.13 -0.41
H -0.72 -1.94 0.50
H -1.28 -4.24 1.90
H -0.19 -5.16 0.59
H -2.03 -5.64 0.88
C 4.99 1.49 8.40
C 4.88 1.86 6.92
C 4.31 0.64 6.19
S 3.32 -0.25 7.38
O 3.95 -1.53 7.63
O 1.92 -0.12 7.03
C 3.67 0.82 8.76
H 5.18 2.36 9.02
H 5.82 0.78 8.54
H 4.19 2.71 6.81
H 5.84 2.16 6.50
H 3.68 0.94 5.34
H 5.11 -0.02 5.84
H 3.72 0.24 9.68
H 2.86 1.56 8.83
C 6.56 1.67 -0.01
C 8.08 1.67 -0.10
C 8.45 2.11 -1.52
S 7.11 3.14 -2.09
O 6.45 2.47 -3.19
O 7.58 4.51 -2.18
C 6.10 2.98 -0.64
H 6.22 1.58 1.03
H 6.15 0.82 -0.57
H 8.49 2.39 0.62
H 8.51 0.69 0.13
H 9.38 2.67 -1.54
H 8.52 1.25 -2.19
H 5.04 2.97 -0.91
H 6.31 3.82 0.02
C -6.17 -6.44 -5.80
C -6.57 -5.22 -6.63
C -5.41 -4.23 -6.58
S -3.93 -5.21 -6.33
O -3.38 -4.88 -5.03
O -3.14 -5.18 -7.54
C -4.75 -6.78 -6.22
H -6.85 -7.28 -5.96
H -6.19 -6.18 -4.73
H -6.75 -5.53 -7.67
H -7.50 -4.77 -6.26
H -5.32 -3.67 -7.51
H -5.51 -3.55 -5.74
H -4.23 -7.43 -5.51
H -4.74 -7.24 -7.22
C -5.51 -4.48 3.60
C -5.27 -4.25 5.10
C -3.90 -4.83 5.44
S -2.93 -4.73 3.94
O -2.63 -6.07 3.49
O -1.89 -3.73 4.11
C -4.22 -4.06 2.91
H -6.36 -3.91 3.24
H -5.70 -5.54 3.42
H -5.28 -3.18 5.31
H -6.05 -4.71 5.71
H -3.40 -4.26 6.23
H -3.97 -5.88 5.72
H -4.13 -4.44 1.90
H -4.11 -2.97 2.91
C -8.73 0.79 -1.64
C -9.40 2.13 -1.97
C -10.88 1.84 -2.27
S -11.29 0.37 -1.33
O -11.60 -0.69 -2.26
O -12.19 0.74 -0.25
C -9.67 0.10 -0.66
H -7.74 0.94 -1.21
H -8.63 0.20 -2.55
H -9.32 2.80 -1.11
H -8.92 2.62 -2.82
H -11.52 2.67 -1.95
H -11.04 1.62 -3.32
H -9.48 -0.98 -0.58
H -9.63 0.56 0.33
C 11.16 3.24 5.78
C 10.49 4.57 5.45
C 9.02 4.28 5.16
S 8.60 2.82 6.09
O 8.30 1.75 5.16
O 7.71 3.18 7.17
C 10.23 2.54 6.76
H 12.16 3.38 6.21
H 11.27 2.64 4.87
H 10.57 5.24 6.31
H 10.98 5.07 4.60
H 8.38 5.11 5.47
H 8.86 4.07 4.10
H 10.42 1.47 6.85
H 10.27 3.01 7.75